No. 1
The following is a quantum chemistry calculation of the molecule C5H9P, from the OMol25 dataset.

Structure (XYZ):
```
15
Properties=species:S:1:pos:R:3
C -1.28750 1.55520 1.00260
C -1.20314 0.73164 -0.15677
P -1.49009 -0.07828 -1.54956
C 0.07676 -0.53430 -0.60558
C 0.16073 -1.71578 0.24626
C 1.42743 0.12934 -1.00823
H -1.20520 1.02019 1.86055
H -2.26793 2.20757 0.98086
H -0.43866 2.20910 1.16669
H -0.72044 -2.03762 0.53770
H 0.86890 -1.75635 1.03901
H 0.61918 -2.54931 -0.27355
H 2.22975 -0.32103 -0.30737
H 1.47104 1.22274 -0.88711
H 1.75916 -0.08312 -2.04551
```

Calculated values
- Total charge: 0
- HOMO level: -7.8 eV
- SMILES string: CC1=PC1(C)C
- Energy above the lowest of the compared OMol25 structures with the same formula, charge and spin: 224.45 kJ/mol
- DFT total energy: -14615.9934 eV

For each atom in turn, the natural (NBO) charge in e is: number 1, C, carries -0.692; number 2, C, carries -0.343; number 3, P, carries 0.633; number 4, C, carries -0.254; number 5, C, carries -0.653; number 6, C, carries -0.640; number 7, H, carries 0.236; number 8, H, carries 0.217; number 9, H, carries 0.239; number 10, H, carries 0.212; number 11, H, carries 0.206; number 12, H, carries 0.209; number 13, H, carries 0.203; number 14, H, carries 0.215; number 15, H, carries 0.211

No. 2
The following is a quantum chemistry calculation of the molecule C5H9PS2, from the OMol25 dataset.

Structure (XYZ):
```
17
Properties=species:S:1:pos:R:3
C 1.05628 -0.62607 0.66717
C -1.19313 -1.63746 1.32740
C 1.36555 0.50152 -0.35822
C -0.16360 -1.47191 0.49061
C -1.18210 1.27021 -0.74416
P 0.29058 2.09813 -0.16756
S 0.20221 1.79827 -3.25456
S -1.26216 0.94253 -2.36820
H 1.91095 -1.13780 0.63011
H 0.92625 -0.12431 1.64978
H -1.81541 -2.39132 1.09225
H -1.16205 -1.14218 2.33680
H 2.40034 0.84149 -0.41610
H 1.06417 0.11443 -1.27679
H -0.44368 -1.97782 -0.47555
H -1.98079 0.91131 -0.21848
H -0.01341 2.03099 1.08548
```

Calculated values
- Total charge: 0
- HOMO level (spin up / spin down): -8.2 / -8.2 eV
- Energy above the lowest of the compared OMol25 structures with the same formula, charge and spin: 42.21 kJ/mol
- DFT total energy: -36287.0524 eV

For each atom in turn, the natural (NBO) charge in e is: number 1, C, carries -0.453; number 2, C, carries -0.397; number 3, C, carries -0.596; number 4, C, carries -0.163; number 5, C, carries -0.714; number 6, P, carries 0.599; number 7, S, carries -0.415; number 8, S, carries 0.523; number 9, H, carries 0.223; number 10, H, carries 0.201; number 11, H, carries 0.196; number 12, H, carries 0.188; number 13, H, carries 0.231; number 14, H, carries 0.225; number 15, H, carries 0.197; number 16, H, carries 0.230; number 17, H, carries -0.075

No. 3
The following is a quantum chemistry calculation of a cluster of 2 separate species, C5HCl4O3 in total, from the OMol25 dataset.

Structure (XYZ):
```
13
Properties=species:S:1:pos:R:3
C -0.69993 -0.47329 -0.03808
C -1.28697 0.84171 0.06431
C 2.20234 -0.00214 -0.77916
C -2.04273 1.78220 0.07974
C 1.60721 -0.26797 0.52077
O 2.53877 -1.14687 -0.19259
O 2.52966 0.71223 -1.65987
O 0.39114 -0.76312 0.80861
Cl -3.01024 -2.34022 0.68963
Cl -0.17574 -0.72415 -1.74426
Cl -2.92281 3.14806 0.11576
Cl 2.37372 0.48892 1.90674
H -1.50442 -1.25537 0.22840
```

Calculated values
- Total charge: -1
- HOMO level: -4.7 eV
- DFT total energy: -61431.8805 eV

For each atom in turn, the natural (NBO) charge in e is: number 1, C, carries -0.025; number 2, C, carries -0.071; number 3, C, carries 0.756; number 4, C, carries -0.079; number 5, C, carries 0.367; number 6, O, carries -0.455; number 7, O, carries -0.532; number 8, O, carries -0.470; number 9, Cl, carries -0.865; number 10, Cl, carries -0.063; number 11, Cl, carries 0.113; number 12, Cl, carries -0.015; number 13, H, carries 0.340

No. 4
The following is a quantum chemistry calculation of a structure of composition C5HF2OZn, from the OMol25 dataset.

Structure (XYZ):
```
10
Properties=species:S:1:pos:R:3
C 2.50909 -2.14741 -2.18488
C 1.31631 -2.25958 -2.73647
F 0.79182 -2.20160 -3.88235
O 0.79359 -1.24718 -1.67383
C 0.20739 -0.59365 -0.92047
C -1.58938 1.39340 2.32995
C -1.03421 2.42194 2.68860
H -2.45638 0.73754 2.35927
F -0.37334 3.42011 3.00146
Zn -0.16490 0.47643 1.01873
```

Calculated values
- Total charge: +3
- HOMO level: -24.5 eV
- DFT total energy: -61052.0038 eV

For each atom in turn, the natural (NBO) charge in e is: number 1, C, carries 0.524; number 2, C, carries 0.389; number 3, F, carries -0.104; number 4, O, carries -0.380; number 5, C, carries 0.688; number 6, C, carries -0.757; number 7, C, carries 0.805; number 8, H, carries 0.382; number 9, F, carries -0.098; number 10, Zn, carries 1.551